(a)
Formula: C2H6FOP
Source: the OMol25 dataset
Level of theory: ωB97M-V/def2-TZVPD

Results
HOMO-LUMO gap = 9.4712 eV
LUMO energy = 0.50 eV

Structure (ORCA input):
```
! wB97M-V def2-TZVPD RIJCOSX def2/J DEFGRID3
* xyz 0 1
C 0.87 -0.07 0.40
C 0.27 0.73 -0.75
O 0.07 -0.26 1.51
F 0.71 0.35 -1.97
P -1.98 0.03 -0.77
H 1.28 -0.91 -0.06
H 1.85 0.52 0.62
H 0.28 1.82 -0.56
H -0.31 -1.16 1.58
H -1.59 0.22 0.54
H -1.45 -1.27 -0.54
*
```

(b)
Formula: C2H6FOP
Source: the OMol25 dataset
Level of theory: ωB97M-V/def2-TZVPD

Results
HOMO-LUMO gap = 9.4890 eV
LUMO energy = 0.45 eV

Structure (ORCA input):
```
! wB97M-V def2-TZVPD RIJCOSX def2/J DEFGRID3
* xyz 0 1
C -0.02 1.80 0.09
C 0.39 -1.06 -0.43
O 0.41 0.78 -2.55
F -3.48 0.43 1.44
P 0.40 0.66 -1.09
H -4.22 0.56 0.85
H 0.24 1.63 1.03
H -0.13 2.86 -0.24
H 0.17 -1.20 0.61
H -0.10 -1.77 -0.98
H 1.50 -1.44 -0.49
*
```

Most stable structure - (b); separation to the second - 42.0 kcal/mol.

(a)
Formula: C3H7PS
Source: the OMol25 dataset
Level of theory: ωB97M-V/def2-TZVPD

Results
HOMO-LUMO gap = 7.6851 eV
LUMO energy = 0.53 eV

Structure (ORCA input):
```
! wB97M-V def2-TZVPD RIJCOSX def2/J DEFGRID3
* xyz 0 1
C -0.13 0.96 -0.69
C -0.41 2.19 -0.24
C 0.13 -1.64 -0.43
P 1.28 -0.58 2.30
S 1.13 -0.19 0.03
H -0.11 -0.65 2.30
H -1.24 2.69 -0.75
H -0.07 2.46 0.74
H -0.90 -1.27 -0.56
H 0.44 -2.36 0.32
H 0.37 -2.06 -1.43
H -0.48 0.43 -1.57
*
```

(b)
Formula: C3H7PS
Source: the OMol25 dataset
Level of theory: ωB97M-V/def2-TZVPD

Results
HOMO-LUMO gap = 9.3309 eV
SMILES string = CC1(C)PS1
LUMO energy = 0.80 eV

Structure (ORCA input):
```
! wB97M-V def2-TZVPD RIJCOSX def2/J DEFGRID3
* xyz 0 1
C 0.49 -0.17 0.34
C -0.61 0.94 0.33
C 0.79 -0.86 -0.92
P 0.75 -1.09 1.96
S 2.03 0.38 1.34
H -0.72 1.23 1.39
H -1.48 0.31 0.08
H -0.53 1.74 -0.36
H 1.64 -1.58 -0.73
H 1.22 -0.16 -1.59
H -0.17 -1.33 -1.20
H -0.10 -0.41 2.93
*
```

Most stable structure - (b); separation to the second - 55.1 kcal/mol.

(a)
Formula: C4H2F2O
Source: the OMol25 dataset
Level of theory: ωB97M-V/def2-TZVPD

Results
HOMO-LUMO gap = 8.0658 eV
LUMO energy = -1.37 eV

Structure (ORCA input):
```
! wB97M-V def2-TZVPD RIJCOSX def2/J DEFGRID3
* xyz 0 1
C 0.44 0.85 0.57
C -0.70 0.14 0.42
C 1.60 0.55 -0.27
C -0.86 -1.86 -0.81
O -0.98 -0.56 -0.73
F 2.65 1.26 0.23
F -1.49 -2.11 -1.99
H 0.72 1.53 1.39
H -1.37 0.21 1.20
*
```

(b)
Formula: C4H2F2O
Source: the OMol25 dataset
Level of theory: ωB97M-V/def2-TZVPD

Results
HOMO-LUMO gap = 10.0235 eV
LUMO energy = -0.98 eV

Structure (ORCA input):
```
! wB97M-V def2-TZVPD RIJCOSX def2/J DEFGRID3
* xyz 0 1
C -0.71 2.10 2.14
C -0.51 1.11 1.34
C -0.30 0.18 0.17
C -0.50 -0.42 1.51
O 0.85 0.16 -0.62
F 0.59 -0.87 2.23
F -1.49 -1.24 1.81
H -1.34 0.09 -0.51
H 1.40 -0.39 -0.11
*
```

(c)
Formula: C4H2F2O
Source: the OMol25 dataset
Level of theory: ωB97M-V/def2-TZVPD

Results
HOMO-LUMO gap = 8.6438 eV
SMILES string = OC(F)=C=C=CF
LUMO energy = 0.18 eV

Structure (ORCA input):
```
! wB97M-V def2-TZVPD RIJCOSX def2/J DEFGRID3
* xyz 0 1
C -0.02 0.50 0.07
C -1.26 0.35 0.00
C -2.56 0.20 0.01
C 1.29 0.82 0.03
O 2.40 0.08 -0.01
F -3.37 1.27 -0.01
F 1.64 2.16 -0.04
H -3.09 -0.78 -0.35
H 3.29 0.45 0.38
*
```

Most stable structure - (c); separation to the second - 49.5 kcal/mol.

(a)
Formula: C4H13N3O2
Source: the OMol25 dataset
Level of theory: ωB97M-V/def2-TZVPD

Results
HOMO-LUMO gap = 8.3741 eV
SMILES string = CC[C@](C)(O)ON.[H]/N=N/[H]
LUMO energy = -0.16 eV

Structure (ORCA input):
```
! wB97M-V def2-TZVPD RIJCOSX def2/J DEFGRID3
* xyz 0 1
C -0.89 -0.86 0.10
C -0.57 -1.40 1.48
N 1.63 -1.56 -1.34
N 1.29 -0.81 -2.29
H 1.84 -0.95 -0.52
H 0.58 0.37 -1.88
H 1.05 -1.33 -3.13
H -1.96 -0.76 -0.05
H -0.59 -1.56 -0.69
H -1.06 -2.37 1.64
H 0.50 -1.53 1.61
H -0.91 -0.72 2.26
C -1.65 1.64 0.40
C -0.44 0.86 -0.09
N 1.89 0.79 0.39
O 0.58 1.16 0.85
O -0.12 1.16 -1.35
H 2.21 1.57 -0.19
H 2.44 0.80 1.25
H -2.49 1.46 -0.26
H -1.91 1.35 1.42
H -1.41 2.70 0.38
*
```

(b)
Formula: C4H13N3O2
Source: the OMol25 dataset
Level of theory: ωB97M-V/def2-TZVPD

Results
HOMO-LUMO gap = 9.8053 eV
SMILES string = CC(N)=O.CON(C)N
LUMO energy = 0.90 eV

Structure (ORCA input):
```
! wB97M-V def2-TZVPD RIJCOSX def2/J DEFGRID3
* xyz 0 1
C 1.04 -1.97 -0.74
C 0.31 1.11 -1.42
N 1.28 0.38 -0.63
N 2.42 1.15 -0.44
O 1.62 -0.85 -1.35
H 2.90 1.36 -1.32
H 3.06 0.65 0.18
H 1.27 -2.81 -1.40
H 1.47 -2.15 0.25
H -0.04 -1.86 -0.66
H -0.57 0.48 -1.54
H 0.71 1.37 -2.41
H 0.05 2.01 -0.88
C -0.81 -0.23 1.88
C -1.97 -0.21 0.92
N -2.81 0.84 1.06
O -2.16 -1.07 0.08
H -3.59 0.93 0.43
H -2.65 1.57 1.73
H -0.98 0.42 2.74
H 0.08 0.11 1.33
H -0.63 -1.24 2.21
*
```

(c)
Formula: C4H13N3O2
Source: the OMol25 dataset
Level of theory: ωB97M-V/def2-TZVPD

Results
HOMO-LUMO gap = 9.0111 eV
SMILES string = C/C=C\N.CNN(O)O
LUMO energy = 0.88 eV

Structure (ORCA input):
```
! wB97M-V def2-TZVPD RIJCOSX def2/J DEFGRID3
* xyz 0 1
C -2.14 -1.57 -0.56
N -2.00 0.80 -0.32
N -1.28 -0.43 -0.35
O -1.90 1.30 1.06
O -1.18 1.58 -1.11
H -2.67 1.87 1.15
H -0.35 0.89 -1.03
H -0.64 -0.55 0.44
H -2.77 -1.38 -1.44
H -2.79 -1.77 0.30
H -1.51 -2.44 -0.76
C 2.25 -0.60 -0.90
N 1.34 1.70 0.92
C 1.49 0.38 1.31
C 1.89 -0.65 0.55
H 1.49 1.91 -0.06
H 0.56 2.19 1.34
H 1.17 0.20 2.32
H 2.00 -1.61 1.03
H 3.28 -0.89 -1.06
H 1.62 -1.30 -1.47
H 2.13 0.39 -1.35
*
```

Most stable structure - (b); separation to the second - 50.2 kcal/mol.

(a)
Formula: C5H11N
Source: the OMol25 dataset
Level of theory: ωB97M-V/def2-TZVPD

Results
HOMO-LUMO gap (spin up / spin down) = 10.5035 / 8.0260 eV
LUMO energy (spin up / spin down) = -3.76 / -7.04 eV

Structure (ORCA input):
```
! wB97M-V def2-TZVPD RIJCOSX def2/J DEFGRID3
* xyz 1 2
C -0.10 -0.54 2.46
N -0.59 -0.65 1.07
C -0.03 0.01 0.04
C -0.85 0.70 -0.85
C -0.58 0.86 -2.30
C 1.43 -0.27 -0.22
H 0.46 0.38 2.57
H 0.63 -1.34 2.64
H -0.96 -0.71 3.10
H -1.46 -1.14 0.92
H -1.80 1.09 -0.52
H -0.09 1.80 -2.60
H -1.54 0.79 -2.82
H 0.13 0.09 -2.59
H 1.73 -0.01 -1.23
H 2.04 0.28 0.49
H 1.58 -1.35 -0.16
*
```

(b)
Formula: C5H11N
Source: the OMol25 dataset
Level of theory: ωB97M-V/def2-TZVPD

Results
HOMO-LUMO gap (spin up / spin down) = 11.3778 / 5.0372 eV
LUMO energy (spin up / spin down) = -3.00 / -8.65 eV

Structure (ORCA input):
```
! wB97M-V def2-TZVPD RIJCOSX def2/J DEFGRID3
* xyz 1 2
C -1.41 -0.93 0.02
C -0.01 -0.62 0.57
C 0.90 0.07 -0.53
C 0.79 1.49 -0.81
C -0.23 2.31 -0.43
N 0.71 -1.77 0.96
H -2.06 -1.30 0.82
H -1.85 -0.04 -0.42
H -1.31 -1.65 -0.79
H -0.11 0.11 1.36
H 0.83 -0.56 -1.43
H 1.97 -0.09 -0.27
H 1.66 1.97 -1.22
H -0.32 3.33 -0.79
H -1.02 1.96 0.21
H 1.26 -1.64 1.80
H 0.20 -2.64 0.93
*
```

Most stable structure - (a); separation to the second - 25.7 kcal/mol.

(a)
Formula: C5H8S
Source: the OMol25 dataset
Level of theory: ωB97M-V/def2-TZVPD

Results
HOMO-LUMO gap (spin up / spin down) = 7.4563 / 7.5677 eV
LUMO energy (spin up / spin down) = 0.43 / 0.46 eV

Structure (ORCA input):
```
! wB97M-V def2-TZVPD RIJCOSX def2/J DEFGRID3
* xyz 0 1
C -0.17 1.13 -0.45
C 0.37 -0.30 -0.45
C -1.37 1.08 0.49
C -0.86 -1.14 -0.51
C 1.33 -0.63 0.74
S -2.09 -0.42 0.28
H 0.47 1.84 -0.20
H -0.51 1.24 -1.49
H 0.92 -0.34 -1.45
H -1.87 1.83 1.00
H -0.98 -2.05 -1.01
H 2.43 -0.56 0.31
H 1.29 -1.63 1.08
H 1.03 -0.05 1.67
*
```

(b)
Formula: C5H8S
Source: the OMol25 dataset
Level of theory: ωB97M-V/def2-TZVPD

Results
HOMO-LUMO gap = 9.0922 eV
SMILES string = C[C@@H]1C=CSC1
LUMO energy = 1.04 eV

Structure (ORCA input):
```
! wB97M-V def2-TZVPD RIJCOSX def2/J DEFGRID3
* xyz 0 1
C -1.78 -0.24 -0.13
C -0.39 -0.10 0.34
C 0.67 -1.18 -0.12
C 1.73 1.12 -0.18
C 0.45 1.23 0.02
H -2.44 0.50 0.28
H -1.87 -0.02 -1.17
H -2.19 -1.21 0.09
H -0.29 -0.12 1.47
H 0.61 -2.00 0.52
H 0.44 -1.55 -1.10
H 2.51 1.89 -0.04
H 0.21 2.21 -0.01
S 2.35 -0.55 0.03
*
```

Most stable structure - (b); separation to the second - 41.5 kcal/mol.